[1]
A 6-piece molecular cluster, C32H72Br2N4 overall at a distorted geometry. Source: the OMol25 dataset; level of theory: the ωB97M-V functional and the def2-TZVPD basis.

Computed properties:
Energy relative to the best compared isomer or geometry (same formula, charge and spin): 0.000 eV
Charge: +2

Last column: Löwdin charge in e.
Atoms and positions in Å:
C (32.7948, -23.0694, -4.2369)  -0.097
C (31.7230, -23.2717, -5.3169)  -0.232
C (31.3610, -24.7644, -5.4375)  -0.124
N (30.6887, -25.0930, -6.7519)  -0.253
C (29.3913, -24.3390, -6.9269)  0.022
C (31.5996, -24.6972, -7.8734)  -0.130
C (31.6936, -25.9197, -8.8172)  -0.147
C (31.6402, -27.0827, -7.8309)  -0.149
C (30.4853, -26.6169, -6.9424)  -0.106
H (32.9140, -21.9885, -4.1767)  0.072
H (33.7287, -23.5060, -4.6072)  0.080
H (32.6362, -23.6222, -3.3105)  0.066
H (31.9274, -22.7589, -6.2561)  0.083
H (30.8189, -22.8155, -4.9015)  0.088
H (30.6743, -25.0895, -4.6591)  0.134
H (32.3029, -25.3139, -5.4296)  0.130
H (29.0408, -24.5872, -7.9284)  0.095
H (29.6286, -23.2760, -6.9102)  0.040
H (28.7679, -24.6870, -6.1052)  0.109
H (31.3028, -23.8393, -8.4640)  0.047
H (32.6204, -24.5439, -7.5274)  0.133
H (30.8626, -26.0682, -9.4963)  0.029
H (32.6174, -25.9052, -9.3937)  0.124
H (31.3304, -28.0349, -8.2590)  0.104
H (32.5548, -27.1724, -7.2442)  0.116
H (29.4718, -26.6603, -7.3374)  0.076
H (30.5182, -27.1567, -5.9934)  0.126
C (34.1563, -23.7348, -0.0462)  -0.080
C (33.8581, -22.2447, -0.1603)  -0.238
C (32.8397, -21.7180, 0.8426)  -0.118
N (32.4304, -20.2960, 0.5810)  -0.263
C (31.6654, -20.1299, -0.7151)  0.045
C (33.5892, -19.2999, 0.6000)  -0.082
C (32.9919, -17.9225, 0.9382)  -0.141
C (31.6866, -18.2368, 1.5948)  -0.160
C (31.5859, -19.7613, 1.7181)  -0.089
H (33.3460, -24.3335, -0.4632)  0.078
H (34.3694, -24.0918, 0.9614)  0.085
H (35.0496, -23.9445, -0.6338)  0.085
H (33.4763, -22.0801, -1.1709)  0.089
H (34.7757, -21.6559, -0.0876)  0.114
H (33.2247, -21.7936, 1.8568)  0.144
H (31.9579, -22.3378, 0.6718)  0.146
H (31.5333, -19.0659, -0.9077)  0.106
H (30.6937, -20.6055, -0.6372)  0.116
H (32.3210, -20.4608, -1.5153)  0.096
H (34.2535, -19.3898, -0.2571)  0.139
H (34.1957, -19.6796, 1.4266)  0.142
H (32.8419, -17.3239, 0.0420)  0.120
H (33.6812, -17.4199, 1.6130)  0.130
H (30.8583, -17.7483, 1.0793)  0.122
H (31.5985, -17.7801, 2.5831)  0.129
H (30.5446, -20.0682, 1.6029)  0.137
H (31.8617, -20.2021, 2.6736)  0.140
C (28.2919, -20.9646, -4.3880)  -0.090
C (28.2393, -19.9955, -5.5668)  -0.226
C (28.7551, -18.6194, -5.1647)  -0.119
N (28.2617, -17.4714, -6.0327)  -0.263
C (28.8642, -16.1874, -5.4992)  0.018
C (26.7512, -17.3316, -6.1439)  -0.087
C (26.3643, -17.6623, -7.6073)  -0.118
C (27.6139, -17.2957, -8.3869)  -0.144
C (28.7623, -17.6163, -7.4749)  -0.096
H (28.2535, -21.9979, -4.7335)  0.065
H (27.4332, -20.8683, -3.7210)  0.080
H (29.2334, -20.8441, -3.8460)  0.064
H (27.2098, -19.9038, -5.9189)  0.108
H (28.8260, -20.4230, -6.3824)  0.051
H (29.8399, -18.5692, -5.2208)  0.140
H (28.2835, -18.3614, -4.2131)  0.134
H (29.8962, -16.3564, -5.2157)  0.107
H (28.2791, -15.8949, -4.6262)  0.105
H (28.6596, -15.4304, -6.2511)  0.116
H (26.4859, -16.3275, -5.8183)  0.127
H (26.3161, -17.9911, -5.3929)  0.126
H (25.5431, -17.0111, -7.8947)  0.124
H (26.1193, -18.7209, -7.6493)  0.119
H (27.5991, -16.2425, -8.6819)  0.124
H (27.6577, -17.8105, -9.3463)  0.135
H (29.6524, -17.0029, -7.5785)  0.138
H (29.0249, -18.6570, -7.6283)  0.068
C (27.2942, -28.8489, -6.4948)  -0.107
C (28.1342, -29.8693, -7.1989)  -0.244
C (27.5319, -30.2758, -8.5504)  -0.164
N (28.3719, -31.2582, -9.2926)  -0.257
C (29.7459, -30.7309, -9.5758)  0.031
C (28.4089, -32.6235, -8.5756)  -0.097
C (28.6660, -33.6490, -9.6537)  -0.140
C (28.1889, -33.0371, -10.9742)  -0.138
C (27.6507, -31.6706, -10.6015)  -0.074
H (27.3102, -27.8981, -7.0377)  0.060
H (27.5672, -28.6926, -5.4508)  0.077
H (26.2184, -29.0462, -6.4421)  0.085
H (28.2249, -30.7718, -6.5794)  0.111
H (29.1910, -29.5913, -7.2482)  0.092
H (27.2705, -29.4097, -9.1623)  0.068
H (26.5769, -30.7233, -8.2652)  0.134
H (29.5804, -29.6878, -9.8068)  0.060
H (30.2036, -31.2929, -10.3825)  0.113
H (30.2888, -30.7947, -8.6359)  0.098
H (29.2487, -32.6650, -7.8870)  0.132
H (27.4248, -32.6903, -8.1178)  0.137
H (29.7542, -33.6760, -9.7452)  0.116
H (28.2602, -34.6060, -9.3399)  0.128
H (28.9120, -32.9042, -11.7751)  0.119
H (27.3783, -33.6272, -11.4043)  0.124
H (27.9058, -30.8848, -11.3130)  0.142
H (26.5987, -31.5446, -10.3544)  0.136
Br (30.6924, -21.0855, -8.7623)  -0.505
Br (28.2426, -26.8704, -10.2727)  -0.469

[2]
A 11-piece molecular cluster, C32H72O25 overall at a distorted geometry. Source: the OMol25 dataset; level of theory: the ωB97M-V functional and the def2-TZVPD basis.

Computed properties:
Energy relative to the best compared isomer or geometry (same formula, charge and spin): 0.000 eV
SMILES string: CCOC(=O)OC.CCOC(=O)OC.CCOC(=O)OC.CCOC(=O)OC.CCOC(=O)OC.CCOC(=O)OC.CCOC(=O)OC.CO.CO.CO.CO

Last column: Löwdin charge in e.
Atoms and positions in Å:
C (4.7013, -2.9672, 1.1021)  -0.066
C (4.4932, -2.3498, -0.2503)  -0.153
O (3.0593, -2.0099, -0.5853)  0.025
C (2.3409, -3.0249, -1.0575)  -0.666
O (2.6860, -4.1801, -1.0683)  0.115
O (1.1327, -2.6232, -1.3371)  -0.015
C (0.2086, -3.6363, -1.7432)  -0.034
H (4.4694, -2.2492, 1.8924)  0.065
H (5.7855, -3.1193, 1.2365)  0.093
H (4.1994, -3.9110, 1.2495)  0.071
H (4.9162, -3.0073, -0.9787)  0.114
H (4.9521, -1.3887, -0.3250)  0.096
H (-0.0296, -4.2399, -0.8322)  0.092
H (0.4219, -4.3732, -2.5254)  0.108
H (-0.6790, -3.1202, -2.1020)  0.094
C (-3.2157, -2.8949, 2.2436)  -0.024
C (-3.0244, -2.5723, 0.8040)  -0.200
O (-2.4914, -3.6507, -0.0012)  0.042
C (-3.3238, -4.5778, -0.3668)  -0.574
O (-4.5547, -4.5434, -0.2554)  0.096
O (-2.6051, -5.6133, -0.8968)  -0.014
C (-3.4254, -6.5624, -1.5867)  -0.047
H (-3.4012, -1.8948, 2.6479)  0.084
H (-2.3387, -3.3210, 2.7416)  0.088
H (-4.1266, -3.4819, 2.3397)  0.093
H (-2.2839, -1.8328, 0.5810)  0.102
H (-3.9547, -2.1828, 0.4680)  0.102
H (-4.2253, -6.9275, -0.9645)  0.088
H (-2.8186, -7.3689, -1.9420)  0.082
H (-3.8358, -6.0820, -2.4980)  0.108
C (-3.9477, 8.7287, 0.2200)  -0.056
C (-3.5195, 7.2570, 0.3067)  -0.179
O (-2.8207, 6.8093, -0.9096)  0.053
C (-2.3912, 5.5667, -0.8889)  -0.613
O (-2.4700, 4.7632, 0.0673)  0.051
O (-1.8246, 5.2639, -2.0056)  0.016
C (-1.3431, 3.9074, -2.1996)  0.003
H (-4.6855, 8.9429, -0.5798)  0.096
H (-3.0317, 9.2847, 0.2034)  0.069
H (-4.3119, 8.9766, 1.1739)  0.055
H (-4.3902, 6.6417, 0.4080)  0.111
H (-2.8810, 7.0640, 1.2037)  0.136
H (-2.2153, 3.2432, -2.1980)  0.099
H (-0.6021, 3.5882, -1.4573)  0.088
H (-0.8684, 4.0671, -3.1696)  0.100
C (2.1475, -0.3417, -4.2455)  -0.042
C (1.0494, -1.4031, -4.3464)  -0.176
O (0.6701, -1.7138, -5.7182)  0.070
C (1.3030, -2.7089, -6.2519)  -0.673
O (2.2158, -3.3061, -5.7564)  0.128
O (0.8529, -2.8883, -7.4671)  0.037
C (1.3830, -4.0479, -8.0005)  -0.086
H (3.0463, -0.7161, -4.6813)  0.068
H (2.4332, -0.1829, -3.1997)  0.061
H (1.7952, 0.6535, -4.5658)  0.087
H (0.1488, -0.9798, -3.8680)  0.103
H (1.4007, -2.3263, -3.8773)  0.104
H (0.8591, -4.0635, -8.9681)  0.104
H (1.1889, -4.9627, -7.4467)  0.101
H (2.4546, -4.0357, -8.1893)  0.098
C (0.0231, 4.4026, 1.8887)  -0.051
C (0.6241, 4.1212, 3.2310)  -0.191
O (0.5372, 2.6827, 3.4146)  0.026
C (1.4421, 2.0169, 4.1150)  -0.635
O (1.5126, 0.8148, 4.0584)  0.127
O (2.2879, 2.8279, 4.7230)  -0.030
C (3.2001, 2.2814, 5.6651)  -0.013
H (0.5462, 3.6928, 1.1970)  0.094
H (0.1738, 5.4076, 1.5742)  0.075
H (-1.0250, 4.1599, 1.8686)  0.039
H (0.0960, 4.6062, 4.0844)  0.137
H (1.6524, 4.4292, 3.3226)  0.115
H (3.7336, 1.4632, 5.1858)  0.083
H (2.6065, 1.8647, 6.4875)  0.106
H (3.8781, 3.1326, 5.8789)  0.114
C (0.9732, -4.3311, 1.9152)  -0.030
C (0.5561, -2.8926, 1.9488)  -0.206
O (-0.0804, -2.6068, 3.2086)  0.049
C (-0.6811, -1.4416, 3.2666)  -0.609
O (-0.8022, -0.6497, 2.3229)  0.075
O (-1.0680, -1.2508, 4.5186)  0.017
C (-1.7822, -0.0719, 4.8573)  -0.018
H (1.4805, -4.3680, 0.9135)  0.074
H (0.0085, -4.8657, 1.8804)  0.091
H (1.6435, -4.6629, 2.7204)  0.093
H (-0.1717, -2.6505, 1.1943)  0.102
H (1.4037, -2.2294, 1.8651)  0.125
H (-2.7796, -0.1437, 4.4339)  0.090
H (-1.2297, 0.8108, 4.5844)  0.084
H (-1.9568, -0.1562, 5.9307)  0.103
C (3.2132, 1.5921, -0.0840)  -0.031
C (3.0747, 0.9978, 1.3443)  -0.144
O (4.0617, 1.6890, 2.1677)  0.036
C (5.1947, 1.0332, 2.3156)  -0.591
O (5.5352, 0.1095, 1.5402)  0.055
O (5.8989, 1.5401, 3.3026)  0.002
C (7.2578, 0.9528, 3.4436)  0.009
H (2.8131, 0.8866, -0.8502)  0.071
H (4.2487, 1.6300, -0.3723)  0.068
H (2.7191, 2.5711, -0.1307)  0.074
H (3.3598, -0.0291, 1.3011)  0.087
H (2.0846, 1.1878, 1.8054)  0.109
H (7.1517, -0.1303, 3.4184)  0.088
H (7.6093, 1.3191, 4.4164)  0.093
H (7.9177, 1.3021, 2.6089)  0.110
C (-3.0928, 2.3964, 1.8700)  -0.126
O (-3.3670, 0.9764, 1.9674)  -0.168
H (-2.3352, 2.6167, 1.1171)  0.043
H (-4.0437, 2.9013, 1.7429)  0.078
H (-2.7714, 2.6613, 2.9004)  0.085
H (-2.6206, 0.5115, 2.3812)  0.020
C (-2.6604, 0.1561, -4.9736)  -0.141
O (-2.2447, -0.7970, -3.9836)  -0.152
H (-2.2507, -0.1551, -5.9307)  0.078
H (-3.7229, 0.1143, -5.0936)  0.061
H (-2.4480, 1.2061, -4.7926)  0.068
H (-2.7470, -0.6142, -3.1563)  0.030
C (-4.3958, 0.4171, -0.9632)  -0.118
O (-3.9468, -0.6650, -1.7821)  -0.141
H (-5.0862, 1.0802, -1.5381)  0.092
H (-4.8964, 0.0482, -0.0385)  0.085
H (-3.5569, 1.0233, -0.6231)  0.063
H (-4.6903, -1.2029, -2.0466)  0.095
C (-0.5230, 0.3813, -1.2229)  -0.096
O (-0.4030, 1.2363, -0.0478)  -0.140
H (-0.7137, 1.0071, -2.0920)  0.071
H (0.3956, -0.1334, -1.3946)  0.049
H (-1.3330, -0.3358, -1.1269)  0.065
H (-0.1672, 0.7501, 0.7627)  0.049

[3]
C32H73BrF4N8NbO9 as an isolated structure at a distorted geometry. Source: the OMol25 dataset; level of theory: the ωB97M-V functional and the def2-TZVPD basis.

Computed properties:
Charge: -1

Last column: Löwdin charge in e.
Atoms and positions in Å:
C (5.5423, -0.8141, 1.1961)  -0.160
C (4.5925, -1.8989, 0.3483)  -0.212
C (3.0491, -1.6264, 0.8616)  -0.292
O (2.0713, -2.6358, 0.4504)  -0.331
C (1.1054, -2.1023, -0.5541)  -0.353
Nb (-0.9259, -1.5228, 0.2573)  1.480
Br (0.0951, -0.7084, 2.6121)  0.058
C (-0.9086, 0.5885, -0.5492)  -0.408
C (0.4403, 1.1385, -1.2493)  -0.247
F (1.4571, 1.5119, -0.1972)  -0.186
C (-2.0050, -2.1500, -1.7044)  -0.347
C (-3.5294, -2.6921, -1.4534)  -0.287
C (-4.5847, -1.5286, -0.9318)  -0.292
N (-5.1474, -1.8805, 0.4578)  -0.081
C (-1.2664, -3.6474, 1.0079)  -0.382
O (-0.1369, -4.2590, 1.7224)  -0.152
C (0.3362, -5.4944, 1.0814)  -0.256
F (-0.5310, -6.6779, 1.4431)  -0.005
F (0.5863, -5.3851, -0.3812)  0.014
F (1.6832, -5.7896, 1.6992)  -0.002
H (6.3176, -1.3446, 1.9029)  0.064
H (4.8476, -0.1366, 1.8871)  0.078
H (6.1325, -0.0830, 0.4993)  0.059
H (4.9987, -2.9757, 0.5992)  0.104
H (4.6848, -1.7024, -0.8251)  0.109
H (2.7924, -0.5221, 0.5781)  0.108
H (3.0982, -1.6718, 2.0535)  0.116
H (1.6900, -1.3066, -1.1679)  0.049
H (0.9230, -3.0176, -1.3000)  0.066
H (-2.5725, -1.1221, 0.9903)  -0.084
H (-1.1576, 1.3159, 0.3643)  0.049
H (-1.8053, 0.7305, -1.3058)  0.042
H (0.8937, 0.4828, -2.1115)  0.102
H (0.1643, 2.1799, -1.7668)  0.094
H (-2.1075, -1.1651, -2.3683)  0.050
H (-1.3952, -2.9449, -2.3091)  0.055
H (-3.9473, -3.0359, -2.5175)  0.074
H (-3.5566, -3.6570, -0.7818)  0.087
H (-4.0510, -0.4785, -0.8721)  0.099
H (-5.5036, -1.3785, -1.6721)  0.085
H (-5.5263, -1.0334, 0.9357)  0.053
H (-5.9184, -2.5916, 0.3595)  0.057
H (-2.1650, -3.6194, 1.7945)  0.078
H (-1.6854, -4.3237, 0.1172)  0.068
C (-5.8780, -1.3512, -4.3142)  -0.333
O (-4.6685, -1.3986, -4.1312)  0.002
N (-6.6516, -2.3763, -4.8167)  -0.207
C (-8.0806, -2.2408, -5.0038)  -0.074
C (-6.0155, -3.6288, -5.1688)  -0.049
H (-6.4612, -0.4455, -4.0800)  0.130
H (-8.5896, -2.9992, -4.4018)  0.086
H (-8.3148, -2.3931, -6.0615)  0.084
H (-8.4260, -1.2493, -4.6989)  0.082
H (-5.5283, -4.0429, -4.2809)  0.088
H (-5.2548, -3.4398, -5.9322)  0.094
H (-6.7515, -4.3416, -5.5509)  0.084
C (-2.1555, 1.8309, 3.4916)  -0.352
O (-2.5867, 2.2291, 2.4172)  -0.018
N (-2.7191, 2.0868, 4.7238)  -0.202
C (-2.1466, 1.5779, 5.9521)  -0.059
C (-3.9222, 2.8901, 4.7929)  -0.065
H (-1.2455, 1.2118, 3.5535)  0.001
H (-2.8855, 0.9439, 6.4507)  0.088
H (-1.8901, 2.4219, 6.5990)  0.045
H (-1.2456, 0.9911, 5.7537)  0.093
H (-4.7098, 2.4028, 4.2104)  0.087
H (-3.7195, 3.8734, 4.3579)  0.083
H (-4.2497, 3.0066, 5.8297)  0.080
C (-1.2638, 3.9708, 8.7463)  -0.310
O (-0.7253, 3.1587, 8.0051)  -0.015
N (-1.2951, 5.3353, 8.5494)  -0.193
C (-1.9549, 6.2311, 9.4756)  -0.076
C (-0.6476, 5.8913, 7.3793)  -0.045
H (-1.7854, 3.6554, 9.6648)  0.133
H (-2.7422, 6.7729, 8.9435)  0.086
H (-1.2196, 6.9408, 9.8658)  0.048
H (-2.3988, 5.6798, 10.3089)  0.088
H (-1.1013, 5.4594, 6.4822)  0.092
H (0.4137, 5.6265, 7.3999)  0.091
H (-0.7553, 6.9794, 7.3589)  0.084
C (2.0178, -4.8210, -4.9906)  -0.329
O (1.0778, -4.0997, -4.6825)  0.006
N (2.2949, -6.0534, -4.4374)  -0.197
C (3.4297, -6.8477, -4.8579)  -0.064
C (1.4237, -6.5708, -3.4025)  -0.042
H (2.7419, -4.5239, -5.7669)  0.107
H (3.0679, -7.8061, -5.2414)  0.095
H (4.0805, -7.0190, -3.9955)  0.095
H (3.9983, -6.3392, -5.6412)  0.041
H (0.4082, -6.6546, -3.8008)  0.094
H (1.4156, -5.8714, -2.5611)  0.078
H (1.7680, -7.5516, -3.0627)  0.089
C (4.2151, -5.7499, -7.8668)  -0.325
O (4.8067, -6.7648, -7.5222)  0.000
N (4.6515, -4.8549, -8.8207)  -0.201
C (3.8911, -3.6744, -9.1728)  -0.059
C (5.9104, -5.1023, -9.4926)  -0.051
H (3.2482, -5.4665, -7.4195)  0.110
H (3.6434, -3.7177, -10.2374)  0.088
H (4.5008, -2.7884, -8.9731)  0.091
H (2.9671, -3.6126, -8.5915)  0.089
H (5.8570, -6.0676, -10.0050)  0.092
H (6.7101, -5.1430, -8.7471)  0.093
H (6.1229, -4.3119, -10.2178)  0.087
C (1.7438, 6.9077, 10.4466)  -0.296
O (0.5487, 7.0446, 10.6743)  -0.014
N (2.5407, 7.8167, 9.7832)  -0.204
C (3.9502, 7.5800, 9.5532)  -0.064
C (1.9501, 9.0479, 9.3004)  -0.046
H (2.2927, 6.0081, 10.7702)  0.136
H (4.5254, 8.3791, 10.0298)  0.088
H (4.1383, 7.5841, 8.4756)  0.092
H (4.2612, 6.6174, 9.9682)  0.087
H (1.5290, 9.5971, 10.1478)  0.094
H (1.1439, 8.8061, 8.6015)  0.086
H (2.7003, 9.6649, 8.7980)  0.089
C (1.7450, 5.5116, -6.0681)  -0.336
O (2.7685, 5.4033, -6.7311)  -0.007
N (1.4288, 4.7592, -4.9567)  -0.209
C (0.1942, 4.9492, -4.2251)  -0.067
C (2.3606, 3.7463, -4.5056)  -0.044
H (0.9686, 6.2514, -6.3235)  0.125
H (0.4330, 5.2197, -3.1924)  0.091
H (-0.3722, 4.0134, -4.2382)  0.090
H (-0.4115, 5.7416, -4.6728)  0.080
H (3.3173, 4.2220, -4.2700)  0.093
H (2.5162, 3.0217, -5.3105)  0.094
H (1.9756, 3.2348, -3.6191)  0.081

E, respectively: -6628.9594; -3143.4553; -5408.3774 Eh.
HOMO energy, respectively: -10.269; -9.707; -4.178 eV.
Kohn-Sham gap, respectively: 5.99; 10.30; 5.82 eV.